1.
The following is a DFT calculation (wB97M-V/def2-TZVPD) of a cluster of 11 separate species, C36H101N7O15 in total.

Values from the calculation:
Frontier orbital gap, eV: 9.19
Relative energy (zero: lowest compared OMol25 entry of this formula, charge and spin), eV: 1.115
LUMO level, eV: 0.15
SMILES string: COC[C@H](C)N.COC[C@H](C)N.COC[C@H](C)N.COC[C@H](C)N.COC[C@H](C)N.COC[C@H](C)N.COC[C@H](C)N.OCCO.OCCO.OCCO.OCCO

The geometry in ORCA input format:
```
! RIJCOSX wB97M-V def2-TZVPD def2/J DEFGRID3
* xyz 0 1
H 0.053 1.610 -5.852
H -2.309 -3.747 -2.714
H -5.216 -2.097 1.958
C 2.247 -2.089 2.343
H -0.076 1.932 1.397
O 4.379 2.223 -0.741
O -3.677 3.127 5.999
H -2.876 1.411 -2.471
H -2.012 4.097 3.908
O 0.351 -5.970 -1.322
C -1.261 -3.929 -2.987
H 3.343 4.003 -0.711
H 1.584 -3.188 -3.574
C 2.389 -3.305 -2.841
C -0.813 -6.323 -2.045
H 7.269 4.832 0.743
H 3.370 1.324 0.846
H -4.675 3.719 -1.658
H -0.997 -3.252 -3.800
H 4.260 2.802 5.756
H -3.799 -2.257 5.522
O 0.974 -0.880 -0.253
O 0.039 2.762 -4.154
H 3.435 4.888 3.641
H -2.823 4.028 -3.059
N 0.404 3.606 -7.743
H -4.335 1.346 5.176
C 0.429 2.575 -5.489
H -4.534 -0.439 -2.529
H -0.375 -0.057 1.751
N 1.776 -3.334 -1.504
C 3.398 1.337 -0.246
C -0.935 -5.400 -3.250
H 1.516 -1.848 1.565
H 2.058 -3.097 2.747
H 1.275 -4.212 -1.342
O -3.673 3.773 -3.446
H 4.431 -2.148 2.505
H 0.679 -7.674 -0.124
H 0.327 4.663 -6.045
H -1.880 1.898 4.843
H 3.505 -1.826 -3.943
O 3.729 -3.067 0.744
H 1.962 1.807 2.416
H 1.073 2.237 3.608
H -5.194 2.484 -2.797
H 3.878 3.577 0.799
H 2.534 -3.318 -0.813
C -0.882 0.226 0.821
O 2.141 -1.091 3.329
H -3.013 -1.838 1.248
H 1.558 1.524 -3.478
H 4.126 4.573 5.940
H 3.783 -1.103 1.274
H -1.957 -3.556 -0.172
H 2.406 1.512 -0.668
H -0.548 -6.533 0.435
H -2.741 -5.871 -3.960
O -2.195 2.887 -1.224
C -3.295 2.146 -1.770
H 4.408 5.930 -1.052
H 6.944 3.123 0.560
H -0.037 0.816 -3.609
C 4.221 3.518 -0.247
H 0.097 2.747 -8.203
C 0.494 1.728 -3.305
C 0.422 -6.613 -0.068
H -1.816 -5.320 -5.089
C -2.669 2.039 4.097
H -4.961 -2.912 -0.829
H -3.332 0.153 3.797
H 5.887 6.392 -0.508
H -4.753 2.729 4.244
C -4.321 3.011 -2.422
C -3.915 -1.333 -2.624
H -0.734 -7.386 -2.281
C 3.219 -2.004 -2.903
H -0.106 4.274 -8.317
C -3.668 -2.606 0.817
H 1.200 -0.963 3.529
H 2.074 4.165 1.724
H 3.229 -5.223 -6.306
H -1.981 4.622 -6.842
H 0.993 5.757 3.323
C -4.372 -2.070 -0.440
O -0.567 -0.861 3.783
H -5.629 3.067 6.564
H 2.127 -4.158 -5.537
O -3.391 -1.668 -1.352
N -2.732 0.812 3.289
H -4.148 -3.116 2.703
N 1.220 2.480 2.621
C 5.487 4.349 -0.386
H 4.617 -3.122 0.383
H 3.677 0.335 -0.573
H 0.062 -5.400 -3.708
O -0.642 1.631 0.655
H 1.159 -1.730 -0.702
H 2.145 -5.890 -5.034
C 0.588 4.767 3.089
H 0.036 -2.256 5.097
H -0.862 -1.631 -0.090
N -4.668 -2.947 1.848
H -2.087 2.899 -6.930
C -0.439 -0.646 -0.318
H 6.026 3.997 1.742
C 2.941 3.906 3.668
H -4.653 1.812 7.287
C -2.784 -3.815 0.485
H 1.522 2.610 -5.581
H 0.357 1.941 -2.249
H 2.512 -5.454 -2.871
C 1.746 3.862 2.723
C -3.942 2.328 4.869
H -2.296 -4.179 1.396
H -1.882 2.267 -0.541
N 5.105 5.777 -0.329
O 2.523 3.606 4.967
C 3.566 3.636 5.915
H -1.212 3.030 2.801
H -3.339 0.971 2.482
C -0.096 3.708 -6.361
H 3.101 3.444 6.881
C 3.634 -2.075 1.760
C 2.755 -5.037 -5.342
C -1.615 3.707 -6.363
H -0.682 -0.318 -1.331
H 0.084 4.483 4.015
H -3.136 -1.259 -3.379
H 1.144 -6.107 0.571
C 3.149 -4.586 -3.074
H -2.880 3.477 2.465
H -3.739 1.548 -0.959
C -0.863 -1.657 4.926
O 3.740 -4.778 -4.364
H -1.305 -0.198 3.678
C -2.179 3.231 3.267
H -1.950 0.142 1.053
H 2.633 -1.107 -2.697
H 3.982 -4.673 -2.370
H -3.444 -4.613 0.141
H 5.949 4.153 -1.358
C -4.644 2.872 7.007
H -4.521 3.464 7.908
N -1.783 -5.974 -4.310
H -5.098 -1.296 -0.156
H -4.540 -2.167 -2.973
H 3.653 3.211 3.195
C -2.069 -2.569 4.684
H -2.085 3.657 -5.379
H 4.018 -2.097 -2.167
H -2.091 -3.339 5.457
O -3.301 -1.835 4.821
H -0.968 -1.049 5.830
H -0.769 -3.496 -2.107
H -0.127 4.864 2.275
C 6.469 4.092 0.752
H -1.735 -6.105 -1.481
H -1.947 -2.988 3.685
*
```

---

2.
The following is a DFT calculation (wB97M-V/def2-TZVPD) of a cluster of 2 separate species, C23H42N3O3 in total.

Values from the calculation:
Frontier orbital gap, eV: 7.81
LUMO level, eV: -2.93

The geometry in ORCA input format:
```
! RIJCOSX wB97M-V def2-TZVPD def2/J DEFGRID3
* xyz 1 1
H 0.848 3.754 -0.899
N 3.419 -3.451 -0.893
C -3.934 1.252 -1.547
C 4.856 -0.534 -0.553
C 0.214 -0.154 2.679
C 1.181 0.903 2.463
H 2.918 -4.196 -0.404
C 1.809 2.726 0.794
H 2.169 0.565 2.770
H 3.002 -4.646 -3.360
H 1.917 0.616 0.478
H -2.279 4.927 1.634
H 1.663 -7.302 -1.842
H -4.149 -2.093 -1.566
C 4.436 -4.092 -1.802
N -3.701 3.830 -0.333
H -4.906 -0.111 -2.892
H -2.755 0.747 3.355
O 3.486 -0.431 -0.929
H -4.023 -0.105 2.464
H 2.090 3.109 1.773
C -1.386 3.171 -0.366
C -2.914 4.276 2.217
C 3.812 -5.083 -2.767
H -2.565 4.297 3.250
H 4.966 -3.298 -2.324
C -2.774 2.788 0.171
H 1.415 -5.585 -2.217
H 2.723 2.706 0.202
C -4.109 2.076 2.274
H -4.255 2.121 -2.096
H -1.497 4.048 -1.010
C 1.253 1.310 0.980
C 2.043 -6.297 -1.675
H -4.661 3.573 -0.146
H -4.855 1.883 1.505
H -1.315 -1.792 2.842
C 0.833 3.741 0.191
H 1.131 4.735 0.519
H 5.475 -0.949 -1.352
H 1.984 -6.096 -0.597
H -3.562 4.004 -1.316
H -2.780 -1.709 0.425
H 5.217 0.463 -0.310
H 3.863 -1.396 -2.730
H 5.133 -4.611 -1.146
H -4.392 0.761 3.958
H 3.907 -2.943 -0.152
H 4.957 -1.149 0.350
H -4.578 2.746 2.987
H 1.899 -3.038 -2.302
C -3.116 -0.851 -0.152
C -3.883 -1.092 -1.274
H 2.277 -0.668 -2.526
H 1.709 -2.275 -0.713
C -3.795 0.779 3.049
O -0.484 3.518 0.670
N -2.755 0.349 0.300
H 0.907 1.761 3.073
C -3.183 1.419 -0.392
C -4.300 0.004 -2.009
H 0.271 1.157 0.545
O 3.397 -6.254 -2.111
H -3.935 4.632 2.188
H 4.593 -5.375 -3.471
C -0.628 -1.001 2.686
C -2.858 2.808 1.726
H -1.966 2.373 2.158
C 3.059 -1.226 -2.008
C 2.418 -2.507 -1.507
H -0.957 2.379 -0.988
*
```

---

3.
The following is a DFT calculation (wB97M-V/def2-TZVPD) of a cluster of 2 separate species, C2H6O2 in total.

Values from the calculation:
Frontier orbital gap (spin up / spin down), eV: 8.63 / 8.63
Relative energy (zero: lowest compared OMol25 entry of this formula, charge and spin), eV: 3.868
LUMO level (spin up / spin down), eV: -0.43 / -0.43

The geometry in ORCA input format:
```
! RIJCOSX wB97M-V def2-TZVPD def2/J DEFGRID3
* xyz 0 1
H -1.841 -0.888 0.671
C 0.282 -0.602 0.449
H 1.061 -1.191 -0.022
C -1.098 -0.473 -0.032
H 0.330 1.160 -0.681
H -1.254 -0.936 -1.021
O 1.310 0.853 -0.720
H 1.755 1.426 -0.080
H 0.467 -0.254 1.458
O -1.013 0.905 -0.022
*
```

---

4.
The following is a DFT calculation (wB97M-V/def2-TZVPD) of an isolated molecule of C4H9NO.

Values from the calculation:
Frontier orbital gap, eV: 8.46
Relative energy (zero: lowest compared OMol25 entry of this formula, charge and spin), eV: 1.147
LUMO level, eV: 0.84
SMILES string: CC(C)=C(N)O

The geometry in ORCA input format:
```
! RIJCOSX wB97M-V def2-TZVPD def2/J DEFGRID3
* xyz 0 1
H 2.097 -0.645 -0.899
H -0.809 2.003 0.914
H 1.196 -0.790 1.858
H -1.799 -0.970 -1.304
H -2.640 0.464 -1.239
N -1.722 0.039 -1.254
C -0.912 0.469 -0.198
H 1.901 0.753 1.383
C 0.957 0.191 1.425
O -1.513 1.468 0.525
C 1.030 -0.906 -0.891
C 0.304 -0.022 0.084
H 0.649 -0.765 -1.908
H 0.966 -1.974 -0.638
H 0.293 0.687 2.143
*
```

---

Q: Which calculated total energy values were calculated for the entries above? A: -80107.8072 -35134.6759 -6262.3867 -7831.1731, in eV.